[1]
The following is a quantum chemistry calculation of a cluster of 2 separate species, H2IO2PS in total in a non-equilibrium geometry, from the OMol25 dataset.

E_HOMO (eV): -10.30
SMILES: O=P(=S)I.O
Orbital gap (eV): 8.7
2S+1: 1
E_LUMO (eV): -1.56
Relative energy (zero: lowest compared OMol25 entry of this formula, charge and spin) (kJ/mol): 143.7
Charge: 0

Cartesian coordinates (Å):
O (0.221, 0.405, -2.180)
P (0.948, -0.370, -1.165)
S (2.055, 0.448, 0.144)
I (0.637, -2.750, -1.449)
O (-1.628, 0.706, 1.463)
H (-0.943, 0.852, 0.823)
H (-1.290, 0.709, 2.364)



[2]
The following is a quantum chemistry calculation of a structure of composition C20H15N4OsS2, from the OMol25 dataset.

E_HOMO (spin up / spin down) (eV): -17.61 / -17.61
Orbital gap (spin up / spin down) (eV): 5.5 / 5.5
2S+1: 1
E_LUMO (spin up / spin down) (eV): -12.12 / -12.12
Charge: +3

Cartesian coordinates (Å):
Os (-0.171, 0.581, 0.291)
N (0.601, 2.046, -3.394)
C (-0.776, 2.294, -3.529)
C (-1.505, 2.842, -4.573)
C (-2.867, 2.952, -4.363)
C (-3.468, 2.533, -3.167)
C (-2.731, 1.984, -2.133)
C (-1.365, 1.875, -2.338)
N (-0.335, 1.372, -1.514)
C (0.824, 1.514, -2.213)
C (2.041, 1.132, -1.526)
C (3.359, 1.155, -1.836)
S (4.288, 0.607, -0.510)
C (2.889, 0.364, 0.402)
N (1.781, 0.672, -0.239)
H (1.303, 2.265, -4.090)
H (-1.045, 3.167, -5.496)
H (-3.488, 3.374, -5.142)
H (-4.538, 2.643, -3.055)
H (-3.206, 1.660, -1.216)
H (3.834, 1.465, -2.755)
H (2.906, -0.006, 1.417)
C (0.469, -2.821, 0.408)
C (-0.604, -2.299, 1.299)
C (-1.519, -3.170, 1.908)
C (-2.576, -2.682, 2.631)
C (-2.707, -1.288, 2.839)
C (-3.699, -0.699, 3.647)
C (-3.708, 0.665, 3.903)
C (-2.706, 1.482, 3.399)
C (-1.700, 0.932, 2.594)
S (-0.307, 1.800, 2.044)
C (-1.719, -0.460, 2.283)
N (-0.715, -0.969, 1.483)
H (0.029, -3.262, -0.490)
H (1.010, -3.621, 0.917)
H (1.176, -2.046, 0.116)
H (-1.392, -4.234, 1.760)
H (-3.304, -3.359, 3.062)
H (-4.450, -1.335, 4.102)
H (-4.477, 1.090, 4.533)
H (-2.684, 2.537, 3.644)



[3]
The following is a quantum chemistry calculation of a cluster of 2 separate species, C2H9N3O2 in total in a non-equilibrium geometry, from the OMol25 dataset.

E_HOMO (eV): -9.62
SMILES: [H]/N=C(/[NH3+])[O-].CON
Orbital gap (eV): 10.4
2S+1: 1
E_LUMO (eV): 0.78
Relative energy (zero: lowest compared OMol25 entry of this formula, charge and spin) (kJ/mol): 356.9
Charge: 0

Cartesian coordinates (Å):
H (-1.285, -1.033, -3.628)
N (-1.281, -0.410, -2.831)
C (-0.180, -0.248, -2.158)
N (-0.790, 0.866, -1.133)
O (0.922, -0.702, -1.975)
H (-1.749, 0.556, -1.809)
H (-0.353, 1.771, -1.277)
H (-0.686, 0.565, -0.159)
C (0.345, 0.506, 2.594)
O (0.107, -0.245, 1.411)
N (1.313, -0.967, 1.057)
H (1.147, 1.234, 2.444)
H (0.608, -0.151, 3.428)
H (-0.592, 1.019, 2.815)
H (1.060, -1.948, 1.171)
H (1.414, -0.812, 0.052)



[4]
The following is a quantum chemistry calculation of an isolated molecule of C9H18O2 in a non-equilibrium geometry, from the OMol25 dataset.

E_HOMO (eV): -8.84
SMILES: C=C[C@](C)(O)[C@@H](O)C(C)(C)C
Orbital gap (eV): 9.5
2S+1: 1
E_LUMO (eV): 0.64
Relative energy (zero: lowest compared OMol25 entry of this formula, charge and spin) (kJ/mol): 408.1
Charge: 0

Cartesian coordinates (Å):
C (-0.749, -2.756, 0.902)
C (-1.214, -1.579, 0.595)
C (-0.782, -1.037, -0.775)
C (-1.912, -0.955, -1.846)
O (0.413, -1.620, -1.403)
C (-0.275, 0.720, -0.527)
O (-1.396, 1.527, -0.218)
C (0.895, 1.064, 0.422)
C (0.294, 1.329, 1.766)
C (1.828, -0.090, 0.727)
C (1.733, 2.208, -0.029)
H (-1.061, -3.165, 1.902)
H (-0.187, -3.227, 0.162)
H (-1.942, -0.983, 0.995)
H (-2.739, -0.405, -1.424)
H (-1.557, -0.350, -2.705)
H (-2.068, -2.051, -2.149)
H (0.392, -1.572, -2.349)
H (0.094, 1.008, -1.613)
H (-2.166, 1.193, -0.727)
H (0.005, 2.336, 1.866)
H (1.093, 1.208, 2.506)
H (-0.557, 0.670, 2.046)
H (1.060, -0.781, 1.176)
H (2.547, 0.200, 1.516)
H (2.327, -0.683, -0.055)
H (2.624, 2.606, 0.495)
H (2.113, 1.958, -1.111)
H (1.189, 3.227, -0.144)



[5]
The following is a quantum chemistry calculation of a cluster of 2 separate species, C2H3ClFN in total in a non-equilibrium geometry, from the OMol25 dataset.

E_HOMO (eV): -9.66
Orbital gap (eV): 9.2
2S+1: 1
E_LUMO (eV): -0.49
Relative energy (zero: lowest compared OMol25 entry of this formula, charge and spin) (kJ/mol): 283.3
Charge: 0

Cartesian coordinates (Å):
C (-1.218, 0.462, -0.519)
C (0.843, -0.222, 0.235)
N (-0.179, 0.704, 0.161)
F (0.834, -1.455, -0.343)
Cl (2.433, 0.449, 0.126)
H (-2.091, 1.146, -0.540)
H (-1.553, -0.338, -1.028)
H (0.930, -0.746, 1.907)



[6]
The following is a quantum chemistry calculation of a cluster of 2 separate species, C4H8NO3 in total, from the OMol25 dataset.

E_HOMO (eV): -4.38
Orbital gap (eV): 8.0
2S+1: 1
E_LUMO (eV): 3.63
Relative energy (zero: lowest compared OMol25 entry of this formula, charge and spin) (kJ/mol): 35.0
Charge: -1

Cartesian coordinates (Å):
C (0.769, -1.160, -1.824)
C (1.223, -2.054, -0.621)
O (0.300, -2.396, 0.160)
O (2.436, -2.316, -0.574)
H (-0.001, -1.651, -2.426)
H (1.607, -0.840, -2.443)
H (0.278, -0.288, -1.379)
C (0.214, 1.730, 1.115)
C (-1.269, 1.472, 1.201)
O (-2.101, 2.353, 1.378)
N (-1.632, 0.203, 0.902)
H (-2.581, 0.038, 0.619)
H (-0.941, -0.517, 0.711)
H (0.447, 2.730, 1.459)
H (0.479, 1.713, 0.057)
H (0.772, 0.983, 1.666)



[7]
The following is a quantum chemistry calculation of a structure of composition C17H26BrF6N5NiOP2 in a non-equilibrium geometry, from the OMol25 dataset.

E_HOMO (spin up / spin down) (eV): -10.80 / -10.57
Orbital gap (spin up / spin down) (eV): 6.1 / 5.2
2S+1: 2
E_LUMO (spin up / spin down) (eV): -4.71 / -5.33
Relative energy (zero: lowest compared OMol25 entry of this formula, charge and spin) (kJ/mol): 73.0
Charge: +1

Cartesian coordinates (Å):
Ni (-0.396, -0.849, -0.565)
Br (-0.784, 0.089, -2.667)
C (0.299, 3.357, -1.288)
C (0.176, 4.461, -2.109)
C (1.121, 4.751, -3.105)
C (2.222, 3.956, -3.239)
C (2.385, 2.806, -2.434)
C (3.520, 1.973, -2.610)
C (3.668, 0.820, -1.882)
C (2.667, 0.431, -0.993)
C (1.529, 1.211, -0.800)
C (1.398, 2.469, -1.480)
H (-0.651, 5.144, -1.993)
H (0.980, 5.616, -3.738)
H (2.981, 4.185, -3.976)
H (4.264, 2.264, -3.340)
H (4.540, 0.196, -2.020)
H (2.724, -0.510, -0.462)
C (-0.639, -2.471, 3.808)
N (0.141, -3.225, 2.836)
C (0.993, -4.271, 3.388)
C (0.228, -2.762, 1.572)
N (-0.154, -1.582, 1.217)
N (0.741, -3.661, 0.646)
C (0.692, -3.530, -0.726)
N (0.871, -4.695, -1.396)
N (0.590, -2.381, -1.305)
H (-0.839, -3.122, 4.656)
H (-1.593, -2.180, 3.372)
H (-0.099, -1.592, 4.175)
H (0.389, -5.101, 3.756)
H (1.574, -3.867, 4.218)
H (1.707, -4.643, 2.658)
H (-0.464, -1.013, 1.992)
H (0.731, -4.615, 0.965)
H (0.565, -5.551, -0.962)
H (0.723, -4.669, -2.392)
H (0.521, -2.432, -2.314)
F (-2.300, -1.656, -0.641)
P (-3.271, -2.923, 0.011)
F (-4.520, -1.960, -0.154)
F (-4.123, -4.097, 0.641)
F (-3.430, -3.473, -1.474)
F (-2.966, -2.288, 1.475)
F (-1.892, -3.797, 0.159)
C (-1.686, 4.884, 0.176)
P (-0.857, 3.288, 0.095)
C (0.019, 3.187, 1.661)
C (-2.230, 2.135, 0.025)
O (0.553, 0.789, -0.039)
H (-2.318, 4.869, 1.065)
H (-2.326, 5.044, -0.691)
H (-0.968, 5.696, 0.264)
H (-0.698, 3.325, 2.472)
H (0.758, 3.988, 1.701)
H (0.511, 2.226, 1.764)
H (-2.814, 2.267, 0.938)
H (-1.908, 1.107, -0.075)
H (-2.855, 2.377, -0.835)



[8]
The following is a quantum chemistry calculation of an isolated molecule of C11H12Cl2N2O2 in a non-equilibrium geometry, from the OMol25 dataset.

E_HOMO (eV): -9.16
SMILES: CC/C=N/NC(=O)c1cc(Cl)c(OC)c(Cl)c1
Orbital gap (eV): 9.2
2S+1: 1
E_LUMO (eV): -0.01
Relative energy (zero: lowest compared OMol25 entry of this formula, charge and spin) (kJ/mol): 13.2
Charge: 0

Cartesian coordinates (Å):
C (1.879, -2.141, -5.113)
C (2.419, -0.909, -4.433)
C (1.961, -0.900, -3.019)
N (0.990, -0.072, -2.677)
N (0.584, -0.008, -1.375)
C (-0.229, 0.983, -0.840)
O (-0.587, 1.937, -1.533)
C (-0.689, 0.824, 0.599)
C (-1.681, 1.654, 1.154)
C (-2.113, 1.544, 2.449)
Cl (-3.243, 2.756, 3.035)
C (-1.697, 0.454, 3.286)
O (-2.153, 0.260, 4.566)
C (-1.731, 1.199, 5.539)
C (-0.803, -0.482, 2.723)
Cl (-0.346, -1.970, 3.572)
C (-0.278, -0.261, 1.426)
H (2.261, -3.019, -4.643)
H (0.788, -2.213, -5.208)
H (2.280, -2.170, -6.157)
H (3.499, -0.995, -4.441)
H (2.121, 0.034, -4.903)
H (2.431, -1.538, -2.268)
H (0.806, -0.788, -0.741)
H (-2.019, 2.464, 0.544)
H (-0.999, 0.759, 6.202)
H (-1.269, 2.071, 5.084)
H (-2.600, 1.545, 6.109)
H (0.418, -1.019, 1.062)



[9]
The following is a quantum chemistry calculation of a cluster of 9 separate species, C28H78BF4N6O8 in total in a non-equilibrium geometry, from the OMol25 dataset.

E_HOMO (eV): -5.40
Orbital gap (eV): 8.0
2S+1: 1
E_LUMO (eV): 2.57
Charge: -1

Cartesian coordinates (Å):
B (-0.159, 0.705, -0.324)
F (-0.365, 1.871, -1.130)
F (-1.358, -0.047, -0.249)
F (0.822, -0.074, -0.976)
F (0.254, 1.105, 0.951)
C (-3.010, 4.724, 0.018)
C (-1.578, 5.097, -0.327)
O (-0.646, 4.230, 0.307)
H (-3.718, 5.383, -0.497)
H (-3.199, 4.867, 1.086)
H (-3.219, 3.676, -0.201)
H (-1.381, 6.113, 0.021)
H (-1.408, 5.048, -1.409)
H (-0.725, 3.359, -0.112)
C (-5.644, 1.208, -1.971)
C (-4.435, 0.558, -1.342)
O (-3.290, 1.308, -1.757)
H (-6.581, 0.731, -1.672)
H (-5.591, 1.108, -3.061)
H (-5.689, 2.279, -1.778)
H (-4.317, -0.479, -1.671)
H (-4.506, 0.627, -0.251)
H (-2.576, 1.035, -1.160)
C (2.007, 3.918, -3.519)
C (0.974, 3.068, -4.238)
C (1.177, 3.117, -5.737)
O (0.164, 2.412, -6.391)
C (0.296, 2.455, -7.780)
N (0.998, 1.673, -3.757)
H (1.891, 3.901, -2.436)
H (1.927, 4.990, -3.769)
H (3.038, 3.645, -3.765)
H (-0.023, 3.429, -3.974)
H (2.171, 2.679, -5.929)
H (1.188, 4.165, -6.070)
H (0.284, 3.473, -8.209)
H (-0.555, 1.905, -8.175)
H (1.261, 2.044, -8.116)
H (1.945, 1.305, -3.693)
H (0.688, 1.712, -2.788)
C (0.923, -2.413, -3.745)
C (-0.515, -2.296, -3.284)
C (-0.702, -2.874, -1.891)
O (-2.063, -2.801, -1.472)
C (-2.876, -3.769, -2.067)
N (-0.951, -0.895, -3.374)
H (1.664, -2.048, -3.028)
H (1.100, -1.881, -4.682)
H (1.174, -3.458, -3.973)
H (-1.102, -2.835, -4.035)
H (-0.182, -2.262, -1.150)
H (-0.331, -3.905, -1.801)
H (-3.014, -3.595, -3.142)
H (-3.873, -3.699, -1.624)
H (-2.521, -4.793, -1.895)
H (-0.448, -0.356, -2.668)
H (-1.896, -0.874, -2.982)
C (-2.960, 1.718, 2.678)
C (-2.331, 2.095, 3.999)
C (-0.861, 1.753, 4.064)
O (-0.690, 0.364, 3.980)
C (0.641, -0.052, 4.182)
N (-2.468, 3.551, 4.221)
H (-3.985, 2.104, 2.626)
H (-2.996, 0.645, 2.509)
H (-2.412, 2.219, 1.877)
H (-2.807, 1.585, 4.848)
H (-0.470, 2.101, 5.041)
H (-0.279, 2.308, 3.315)
H (1.020, 0.387, 5.116)
H (1.284, 0.204, 3.337)
H (0.644, -1.138, 4.257)
H (-1.904, 3.833, 5.014)
H (-3.438, 3.743, 4.442)
C (3.951, 3.287, 0.477)
C (3.381, 2.202, 1.371)
C (4.490, 1.377, 1.983)
O (3.894, 0.285, 2.673)
C (4.681, -0.264, 3.676)
N (2.620, 2.813, 2.472)
H (4.613, 2.903, -0.295)
H (4.473, 3.992, 1.133)
H (3.136, 3.860, 0.033)
H (2.751, 1.502, 0.805)
H (5.122, 1.955, 2.669)
H (5.180, 0.942, 1.241)
H (4.982, 0.489, 4.412)
H (5.567, -0.759, 3.250)
H (4.124, -1.047, 4.192)
H (2.053, 2.080, 2.889)
H (1.929, 3.434, 2.049)
C (-3.894, -2.224, 2.086)
C (-2.498, -2.788, 2.324)
C (-2.266, -4.010, 1.459)
O (-0.977, -4.514, 1.652)
C (-0.794, -5.731, 0.959)
N (-1.443, -1.812, 2.077)
H (-4.127, -1.459, 2.830)
H (-4.682, -2.980, 2.251)
H (-4.047, -1.843, 1.075)
H (-2.371, -3.104, 3.367)
H (-2.380, -3.742, 0.393)
H (-3.061, -4.756, 1.637)
H (-0.914, -5.593, -0.125)
H (-1.542, -6.462, 1.302)
H (0.213, -6.077, 1.178)
H (-1.529, -0.978, 2.649)
H (-1.462, -1.461, 1.125)
C (3.811, -1.919, -0.086)
C (2.782, -2.703, 0.759)
C (3.440, -3.668, 1.728)
O (2.545, -4.762, 1.935)
C (3.050, -5.685, 2.849)
N (1.853, -1.821, 1.468)
H (3.383, -1.680, -1.062)
H (4.731, -2.485, -0.285)
H (4.117, -0.986, 0.386)
H (2.207, -3.282, 0.033)
H (3.622, -3.172, 2.691)
H (4.373, -4.074, 1.311)
H (3.982, -6.147, 2.482)
H (2.325, -6.487, 2.989)
H (3.273, -5.244, 3.831)
H (2.373, -1.210, 2.093)
H (1.475, -1.184, 0.771)



[10]
The following is a quantum chemistry calculation of a cluster of 2 separate species, C7H14N2 in total in a non-equilibrium geometry, from the OMol25 dataset.

E_HOMO (spin up / spin down) (eV): -14.40 / -14.40
Orbital gap (spin up / spin down) (eV): 10.3 / 6.6
2S+1: 2
E_LUMO (spin up / spin down) (eV): -4.13 / -7.77
Relative energy (zero: lowest compared OMol25 entry of this formula, charge and spin) (kJ/mol): 19.1
Charge: +1

Cartesian coordinates (Å):
C (0.126, -0.195, 0.985)
C (0.213, -0.515, 2.488)
C (-1.058, -0.820, 0.398)
C (-2.426, -0.693, 0.825)
C (-2.246, -1.959, -0.945)
N (-1.020, -1.613, -0.695)
N (-3.146, -1.473, 0.023)
H (-0.055, 0.894, 0.941)
H (1.042, -0.354, 0.425)
H (0.177, -1.588, 2.698)
H (-2.890, -0.128, 1.620)
H (-2.598, -2.657, -1.691)
H (-4.101, -1.225, -0.219)
H (-0.556, -0.027, 3.091)
H (1.163, -0.185, 2.894)
C (1.527, 1.394, -1.967)
C (2.805, 1.771, -1.251)
H (1.188, 0.382, -1.733)
H (0.694, 2.066, -1.745)
H (1.651, 1.402, -3.052)
H (2.739, 1.533, -0.183)
H (3.125, 2.812, -1.299)
H (3.647, 1.178, -1.608)